(1)
Molecular formula: C10H9N2
Method: DFT, ωB97M-V/def2-TZVPD

```
21
Properties=species:S:1:pos:R:3:nbo_charge:R:1
C 0.8948 -2.7942 -0.0632 -0.035
C -0.4270 -2.7223 -0.5062 -0.240
C 1.4483 -1.7706 0.7080 -0.245
C -1.1931 -1.6189 -0.2240 -0.061
C 0.6872 -0.6831 1.0573 -0.076
C -0.6505 -0.5661 0.5741 -0.171
C -2.2542 1.5155 0.9914 -0.077
C -1.4169 0.5139 0.8779 0.244
C 0.1361 2.3012 -0.6333 0.397
C 1.4455 2.3391 -1.2007 -0.726
N -2.0085 2.6781 0.3316 -0.334
N -0.9100 2.6766 -0.2731 -0.011
H 1.4870 -3.6596 -0.3165 0.244
H -0.8441 -3.5343 -1.0824 0.250
H 2.4729 -1.8434 1.0418 0.248
H -2.2186 -1.5477 -0.5526 0.244
H 1.0848 0.1080 1.6710 0.240
H -3.1177 1.5159 1.6443 0.282
H 1.4985 1.7526 -2.1203 0.269
H 2.1817 1.9656 -0.4882 0.267
H 1.7042 3.3739 -1.4368 0.293
```

Computed properties:
**2S+1**: 1
**Net charge**: +1
**Frontier orbital gap**: 6.22 eV

=====

(2)
Molecular formula: C10H9N2O2S
Method: DFT, ωB97M-V/def2-TZVPD

```
24
Properties=species:S:1:pos:R:3:nbo_charge:R:1
C -0.3836 0.4611 3.3312 -0.188
C 0.4747 -0.3540 2.6266 -0.186
C -1.2591 1.3393 2.6795 -0.173
C 0.7764 -0.1692 1.3279 -0.244
C -0.9930 1.5838 1.3141 -0.198
C 1.5744 -0.1595 -2.0290 -0.024
C 1.8597 -1.1895 -2.8757 -0.372
C 0.0184 0.7827 0.6353 -0.052
C -0.5289 -0.9647 -2.1596 0.320
C 0.0585 1.0990 -0.8528 -0.226
N 0.3150 -0.0346 -1.6760 -0.257
N -1.5855 -1.5317 -1.4528 0.416
O -2.1250 -0.8845 -0.5520 -0.313
O -1.9237 -2.6471 -1.8081 -0.295
S 0.6942 -2.1987 -3.4679 0.611
H -0.7328 0.1203 4.3481 0.233
H 0.9106 -1.2424 2.9455 0.220
H -1.9988 1.9732 3.2502 0.244
H 1.4529 -0.9702 1.0475 0.229
H -1.6886 2.2153 0.8104 0.223
H 2.2262 0.6585 -1.7485 0.262
H 2.7851 -1.2330 -3.4683 0.287
H -0.8391 1.4759 -1.1570 0.244
H 0.9123 1.8699 -1.0686 0.240
```

Computed properties:
**2S+1**: 1
**Net charge**: +1
**Frontier orbital gap (alpha / beta)**: 5.89 / 5.89 eV

=====

(3)
Molecular formula: C10H9N2O5SeTi
Method: DFT, ωB97M-V/def2-TZVPD

```
28
Properties=species:S:1:pos:R:3:nbo_charge:R:1
O -0.0082 2.2795 -4.5329 -0.311
C -0.0176 1.6950 -3.5463 0.590
Ti 0.0188 0.0493 -1.9204 -0.231
O -0.0114 2.7401 -0.1967 -0.330
C -0.0057 1.7216 -0.7782 0.576
C -0.0399 -1.7146 -3.2764 0.432
O -0.1104 -2.8393 -3.5820 -0.305
C 1.9982 -0.2328 -2.3249 0.576
O 3.1137 -0.4369 -2.6089 -0.305
C -1.9709 -0.2435 -2.3301 0.578
O -3.1007 -0.4085 -2.5529 -0.307
H 0.1355 -0.6310 -3.8562 0.182
C -2.4647 -0.4413 1.6221 -0.411
N -1.0946 -0.1452 1.9955 -0.327
C -0.7158 0.6429 3.0713 -0.024
C 0.6371 0.6999 3.0803 -0.042
N 1.0878 -0.0588 2.0073 -0.320
C 2.4872 -0.2247 1.6647 -0.424
C 0.0194 -0.6095 1.3530 0.221
Se 0.0586 -1.7862 -0.1303 0.212
H -2.7408 0.0418 0.6782 0.210
H -3.1105 -0.0731 2.4236 0.255
H -2.5955 -1.5202 1.5162 0.245
H -1.4433 1.0890 3.7266 0.268
H 1.3314 1.1956 3.7335 0.270
H 2.9218 0.7392 1.3745 0.233
H 3.0247 -0.5900 2.5459 0.257
H 2.5958 -0.9384 0.8433 0.232
```

Computed properties:
**2S+1**: 2
**Expectation value of S²**: 0.948
**Net charge**: +2
**Frontier orbital gap (alpha / beta)**: 6.31 / 5.98 eV